1.
93
Properties=species:S:1:pos:R:3 method="wB97M-V/def2-TZVPD" energy_ha=-2128.49200 multiplicity=1 e_homo_ev=-8.38 gap_ev=8.6020 smiles="CCCCN[C@](CCC(N)=O)(O[C@H](CCCC)[C@@H](CC(=O)I)NCCC(=O)O)B(N)O.CC(C)O.CC(C)O"
C 0.145 -2.062 3.444
C 0.503 -2.078 1.920
C -0.347 -1.041 1.121
C -0.342 -1.360 -0.391
N -0.113 -0.283 -1.366
C 1.103 0.531 -1.225
C 2.282 -0.482 -0.969
C 3.710 0.088 -1.145
C 4.689 -0.958 -0.589
N 5.821 -0.545 0.166
O 4.517 -2.119 -0.741
O 1.161 1.432 -0.125
C 0.327 2.556 -0.102
C 1.094 3.650 0.753
C 2.638 3.608 0.637
C 3.301 3.287 2.019
C 4.095 1.964 2.037
C -1.052 2.418 0.651
C -1.792 3.817 0.690
C -2.195 4.314 2.089
O -3.126 4.978 2.186
I -1.126 3.877 3.910
N -1.969 1.477 0.010
C -3.043 1.097 0.928
C -3.835 -0.059 0.289
C -5.255 -0.174 0.869
O -5.843 0.695 1.379
O -5.815 -1.416 0.767
B 1.338 1.251 -2.665
N 0.404 1.170 -3.758
O 2.423 2.102 -2.913
H 0.196 -3.101 3.792
H -0.847 -1.634 3.615
H 0.935 -1.505 3.961
H 1.579 -1.892 1.824
H 0.259 -3.064 1.502
H -1.362 -1.171 1.521
H -0.009 -0.051 1.436
H -1.353 -1.743 -0.625
H 0.286 -2.262 -0.534
H 0.012 -0.793 -2.238
H 2.174 -1.372 -1.598
H 2.227 -0.830 0.073
H 3.870 1.085 -0.727
H 3.925 0.110 -2.225
H 5.716 0.455 0.339
H 5.789 -1.021 1.064
H 0.074 3.078 -1.046
H 0.761 4.656 0.472
H 0.781 3.481 1.788
H 2.968 4.634 0.413
H 3.039 2.983 -0.167
H 4.007 4.095 2.258
H 2.573 3.268 2.838
H 4.253 1.693 3.094
H 3.557 1.122 1.585
H 5.104 2.078 1.618
H -0.826 2.054 1.661
H -2.737 3.721 0.145
H -1.235 4.584 0.136
H -2.338 1.837 -0.863
H -3.765 1.912 1.118
H -2.599 0.787 1.882
H -3.347 -1.024 0.505
H -3.879 0.036 -0.804
H -5.126 -1.994 0.405
H 0.623 1.843 -4.482
H 0.305 0.221 -4.121
H 2.589 2.665 -2.141
C 3.296 -1.937 -5.827
C 2.362 -0.948 -6.507
C 3.137 0.165 -7.193
O 1.472 -0.384 -5.538
H 3.892 -1.439 -5.056
H 2.726 -2.724 -5.331
H 3.974 -2.398 -6.546
H 1.744 -1.471 -7.239
H 3.727 0.731 -6.466
H 2.454 0.871 -7.668
H 3.811 -0.233 -7.953
H 2.005 0.082 -4.883
C -6.144 -5.413 4.023
C -5.002 -4.411 4.105
C -5.480 -3.072 4.645
O -4.429 -4.229 2.810
H -6.924 -5.054 3.346
H -5.789 -6.366 3.626
H -6.588 -5.587 5.004
H -4.214 -4.806 4.748
H -6.239 -2.638 3.987
H -4.653 -2.361 4.690
H -5.905 -3.177 5.644
H -5.117 -3.880 2.230

---

2.
129
Properties=species:S:1:pos:R:3 method="wB97M-V/def2-TZVPD" energy_ha=-6673.55692 charge=+2 e_above_lowest_ev=0.5246 multiplicity=1 e_homo_ev=-12.99 gap_ev=6.1436
W 0.290 -0.006 0.180
C -0.759 3.184 -4.076
C -1.745 2.272 -3.397
C -3.073 2.294 -3.660
C -3.965 1.438 -2.978
N -3.531 0.615 -2.057
N -2.218 0.600 -1.791
B -1.789 -0.381 -0.615
N -2.738 -0.030 0.610
N -3.535 -0.946 1.170
C -4.312 -0.558 2.145
C -4.395 0.808 2.505
C -3.534 1.718 1.981
C -3.486 3.158 2.401
C -2.602 1.211 1.061
S -1.198 2.083 0.571
C -5.134 -1.622 2.866
C -4.469 -2.995 2.737
C -6.544 -1.661 2.250
C -5.238 -1.263 4.357
N -2.056 -1.862 -1.163
N -3.317 -2.331 -1.167
C -3.535 -3.517 -1.670
C -2.477 -4.279 -2.215
C -1.210 -3.796 -2.246
C -0.064 -4.565 -2.846
C -1.023 -2.514 -1.686
S 0.520 -1.746 -1.717
C -4.941 -4.110 -1.605
C -4.935 -5.228 -0.547
C -5.303 -4.712 -2.974
C -5.984 -3.061 -1.216
C -1.323 1.364 -2.403
S 0.333 1.294 -1.957
C -5.448 1.383 -3.329
C -6.298 1.095 -2.083
C -5.909 2.704 -3.956
C -5.602 0.249 -4.361
H -1.255 3.814 -4.812
H 0.027 2.611 -4.578
H -0.266 3.824 -3.337
H -3.456 2.990 -4.398
H -5.120 1.129 3.245
H -4.335 3.407 3.036
H -3.489 3.823 1.532
H -2.564 3.361 2.955
H -4.244 -3.237 1.697
H -5.136 -3.761 3.146
H -3.529 -3.020 3.306
H -6.515 -1.982 1.202
H -7.023 -0.676 2.294
H -7.170 -2.363 2.808
H -4.255 -1.046 4.793
H -5.665 -2.112 4.896
H -5.896 -0.407 4.536
H -2.676 -5.279 -2.593
H -0.325 -5.616 -2.967
H 0.832 -4.491 -2.226
H 0.193 -4.163 -3.831
H -4.079 -5.902 -0.667
H -5.846 -5.826 -0.646
H -4.910 -4.813 0.466
H -4.775 -5.650 -3.173
H -5.093 -4.013 -3.791
H -6.372 -4.935 -2.991
H -5.625 -2.423 -0.404
H -6.899 -3.567 -0.894
H -6.238 -2.419 -2.062
H -6.295 1.960 -1.408
H -5.929 0.227 -1.535
H -7.332 0.906 -2.385
H -5.674 3.565 -3.316
H -6.993 2.675 -4.085
H -5.473 2.872 -4.947
H -5.215 -0.693 -3.967
H -5.057 0.483 -5.283
H -6.659 0.117 -4.619
O 2.171 -1.053 0.594
C 2.582 -2.295 0.393
C 1.879 -3.311 0.926
C 2.497 -4.586 1.133
C 1.760 -5.560 1.675
C 0.377 -5.384 1.987
C -0.258 -4.209 1.747
C 0.465 -3.105 1.215
O -0.158 -2.066 0.928
N 2.401 -6.867 1.973
O 3.591 -6.975 1.739
O 1.690 -7.722 2.470
H 3.512 -2.417 -0.154
H 3.544 -4.755 0.910
H -0.159 -6.227 2.404
H -1.318 -4.082 1.949
Br 2.172 2.635 4.423
C 1.791 0.842 4.832
C 2.218 0.366 6.058
C 1.894 -0.924 6.455
C 1.111 -1.737 5.648
C 0.668 -1.256 4.429
C 1.027 0.024 3.990
C 0.567 0.377 2.633
O -0.513 -0.118 2.161
O 1.235 1.066 1.780
H 2.790 1.015 6.710
H 2.245 -1.287 7.416
H 0.836 -2.735 5.975
H 0.038 -1.862 3.790
C 4.280 0.385 1.361
C 3.669 0.954 0.078
C 4.716 0.812 -1.049
C 2.454 0.057 -0.368
C 3.360 2.451 0.221
C 3.798 3.193 1.312
C 3.593 4.569 1.369
C 2.950 5.230 0.330
C 2.540 4.505 -0.780
C 2.761 3.135 -0.831
H 4.596 -0.652 1.226
H 3.608 0.444 2.214
H 5.186 0.945 1.598
H 5.103 -0.216 -1.109
H 5.557 1.480 -0.850
H 4.299 1.085 -2.024
H 2.672 -0.383 -1.320
H 4.296 2.712 2.146
H 3.948 5.127 2.233
H 2.800 6.304 0.372
H 2.069 5.010 -1.621
H 2.519 2.606 -1.741

---

3.
153
Properties=species:S:1:pos:R:3 method="wB97M-V/def2-TZVPD" energy_ha=-7734.49817 charge=+1 multiplicity=1 e_homo_ev=-11.40 gap_ev=8.4140
C -6.517 2.233 -7.763
C -6.776 2.035 -6.279
N -6.097 0.823 -5.670
C -5.945 1.079 -4.168
N -7.196 1.518 -3.617
C -4.723 0.565 -6.225
C -4.022 -0.653 -5.608
C -3.006 -0.316 -4.492
C -3.251 -1.019 -3.133
C -2.052 -1.872 -2.665
C -1.133 -1.130 -1.673
C -0.797 -1.923 -0.395
S -0.662 -0.731 0.964
C 0.351 -1.541 2.112
N 0.085 -1.640 3.375
N 1.197 -2.252 3.952
C 2.014 -2.485 2.990
O 1.559 -2.052 1.791
N -6.959 -0.327 -5.765
C -7.083 -0.849 -6.876
O -7.236 -1.315 -7.903
H -6.932 1.434 -8.380
H -7.020 3.156 -8.054
H -5.461 2.365 -7.998
H -6.455 2.921 -5.730
H -7.839 1.886 -6.106
H -5.684 0.134 -3.700
H -5.153 1.820 -4.059
H -7.336 1.125 -2.697
H -7.245 2.524 -3.528
H -4.791 0.477 -7.305
H -4.149 1.468 -6.000
H -3.502 -1.151 -6.428
H -4.747 -1.378 -5.237
H -2.012 -0.602 -4.838
H -2.965 0.765 -4.343
H -4.151 -1.637 -3.172
H -3.420 -0.257 -2.367
H -1.477 -2.188 -3.537
H -2.421 -2.791 -2.202
H -1.597 -0.178 -1.397
H -0.193 -0.861 -2.159
H 0.141 -2.456 -0.539
H -1.583 -2.639 -0.156
H 2.978 -2.967 3.020
C 1.894 -1.273 7.161
C 1.602 -0.271 8.285
C 2.750 0.628 8.748
F 3.742 -0.104 9.289
F 2.281 1.472 9.697
F 1.063 -0.899 9.349
F 0.664 0.590 7.786
O 2.135 -2.607 7.549
C 3.386 -3.072 7.810
C 3.477 -3.643 9.230
F 3.229 -2.674 10.131
F 4.730 -4.108 9.430
F 4.340 -2.149 7.594
F 3.632 -4.103 6.965
H 0.974 -1.326 6.582
H 2.665 -0.901 6.486
H 3.143 1.220 7.917
H 2.757 -4.455 9.354
C -0.406 4.815 -5.866
C -1.809 4.229 -5.649
C -2.864 5.134 -5.011
F -2.524 5.479 -3.762
F -4.043 4.444 -4.944
F -1.724 3.069 -4.964
F -2.311 3.940 -6.891
O 0.568 4.432 -4.928
C 0.811 5.148 -3.787
C 0.632 4.264 -2.547
F -0.645 3.818 -2.491
F 0.875 5.003 -1.448
F 0.053 6.256 -3.714
F 2.101 5.536 -3.808
H -0.067 4.372 -6.802
H -0.445 5.895 -6.017
H -3.021 6.030 -5.615
H 1.315 3.414 -2.585
C 4.410 0.180 -4.436
C 3.322 0.236 -5.518
C 2.965 1.607 -6.101
F 2.439 2.405 -5.150
F 2.033 1.433 -7.067
F 2.200 -0.381 -5.088
F 3.812 -0.477 -6.575
O 3.952 0.088 -3.103
C 3.728 1.193 -2.337
C 2.272 1.223 -1.862
F 1.437 1.288 -2.924
F 2.073 2.328 -1.108
F 4.053 2.335 -2.965
F 4.491 1.102 -1.229
H 4.928 -0.762 -4.613
H 5.141 0.978 -4.565
H 3.845 2.085 -6.537
H 2.041 0.332 -1.275
C -2.898 -3.716 6.477
C -1.440 -4.194 6.463
C -0.868 -4.666 5.125
F -1.515 -5.768 4.687
F 0.432 -4.988 5.299
F -1.248 -5.143 7.401
F -0.692 -3.105 6.803
O -3.861 -4.643 6.935
C -4.519 -5.481 6.087
C -4.305 -6.948 6.479
F -2.999 -7.261 6.394
F -4.994 -7.728 5.617
F -4.197 -5.271 4.797
F -5.846 -5.240 6.211
H -2.918 -2.917 7.216
H -3.178 -3.278 5.519
H -0.940 -3.875 4.374
H -4.660 -7.120 7.497
C 0.028 6.152 11.768
C 0.535 6.755 13.086
C 1.559 7.891 12.996
F 2.703 7.457 12.433
F 1.834 8.323 14.246
F 0.998 5.786 13.898
F -0.559 7.320 13.679
O 0.613 4.931 11.367
C 1.705 4.881 10.550
C 2.860 4.130 11.227
F 3.231 4.795 12.339
F 3.910 4.098 10.375
F 2.098 6.100 10.138
F 1.362 4.182 9.445
H -1.012 5.899 11.967
H 0.034 6.891 10.967
H 1.159 8.726 12.413
H 2.565 3.114 11.488
C 4.680 -3.139 -8.884
C 5.820 -3.597 -7.963
C 7.177 -3.890 -8.610
F 7.078 -4.923 -9.467
F 8.051 -4.222 -7.635
F 5.426 -4.654 -7.227
F 6.055 -2.560 -7.101
O 3.735 -4.125 -9.241
C 3.868 -4.883 -10.368
C 3.906 -6.378 -10.029
F 4.974 -6.647 -9.255
F 4.017 -7.077 -11.178
F 4.927 -4.522 -11.109
F 2.761 -4.690 -11.124
H 4.111 -2.421 -8.294
H 5.057 -2.597 -9.752
H 7.552 -3.009 -9.138
H 2.992 -6.668 -9.508

---

4.
19
Properties=species:S:1:pos:R:3 method="wB97M-V/def2-TZVPD" energy_ha=-1131.81250 charge=+2 s_squared=15.7878 e_above_lowest_ev=0.0000 multiplicity=8 e_homo_ev="-16.51 / -19.30" gap_ev="5.9478 / 10.1429"
C -2.337 0.843 1.381
O -2.530 -0.200 0.489
C -1.219 1.781 0.931
O -0.060 0.968 0.681
C 0.547 1.039 -0.523
C 1.557 -0.020 -0.740
O 0.869 -1.292 -0.770
C 1.716 -2.425 -0.949
Eu -1.227 -1.258 -0.309
H -2.089 0.477 2.398
H -3.247 1.465 1.481
H -0.952 2.507 1.710
H -1.512 2.308 0.011
H 0.378 1.889 -1.185
H 2.288 -0.068 0.085
H 2.063 0.121 -1.705
H 1.079 -3.313 -1.001
H 2.273 -2.317 -1.889
H 2.402 -2.505 -0.095

---

5.
22
Properties=species:S:1:pos:R:3 method="wB97M-V/def2-TZVPD" energy_ha=-893.75112 e_above_lowest_ev=0.6570 multiplicity=1 e_homo_ev=-8.68 gap_ev=9.0029 smiles="NC(=S)Nc1ccccc1CO"
C 1.619 -1.126 1.378
C 0.370 0.478 -0.026
C 0.615 1.864 -0.215
C -0.393 2.744 -0.554
C -1.619 2.189 -0.959
C -1.855 0.871 -0.921
C -0.802 -0.012 -0.584
C -1.190 -1.427 -0.655
H 2.887 -2.473 2.181
H 2.987 -2.535 0.342
H 2.431 0.192 -0.067
H 1.622 2.314 0.098
H -0.263 3.854 -0.641
H -2.318 2.936 -1.275
H -2.795 0.492 -1.378
H -1.628 -1.610 -1.686
H -0.339 -2.135 -0.580
H -1.928 -1.431 1.131
N 2.781 -1.953 1.289
N 1.511 -0.308 0.265
O -2.228 -1.690 0.211
S 0.534 -1.234 2.644